Computed, not measured: a cluster of 14 separate species, C4H36N2O14S in total at a distorted geometry, with ωB97M-V with the def2-TZVPD basis set.

Structure (XYZ):
```
57
Properties=species:S:1:pos:R:3:forces:R:3:nbo_charge:R:1
C 0.061720 0.431421 -0.656415 -1.73 -0.01 0.84 -0.534
N -0.970724 0.502794 -1.713749 3.29 -1.55 0.26 -0.168
C -1.092824 -0.670205 -2.621968 -1.37 1.58 1.70 -0.202
C 0.008103 -0.535194 -3.651310 1.11 -1.36 -3.27 -0.571
S -0.350960 -0.057431 -5.420218 -0.39 -0.59 1.17 0.086
C -1.049065 -1.994821 -1.868672 -0.42 -3.57 1.18 0.649
N -1.952424 -2.262309 -0.826877 -0.55 2.31 -0.28 -0.892
O -0.341170 -2.929926 -2.176332 0.41 1.46 -0.66 -0.503
H -0.148669 1.301722 -0.032019 0.63 0.04 -0.24 0.233
H 1.156991 0.313696 -0.899268 -0.84 0.40 -0.64 0.357
H -0.118411 -0.400753 0.025442 0.16 -0.19 -0.52 0.258
H -0.916567 1.420894 -2.143087 -0.96 0.12 -0.39 0.413
H -2.135560 -0.578225 -2.934731 0.15 -0.15 -1.05 0.278
H 0.939331 0.000544 -3.336721 -0.89 -0.83 0.10 0.269
H 0.205216 -1.613421 -4.008067 0.35 1.20 1.56 0.319
H -0.326713 1.235650 -5.259625 0.04 1.15 -0.02 0.110
H -2.053100 -3.166798 -0.445391 0.98 -1.52 -0.21 0.425
H -2.873361 -1.848441 -0.729170 0.19 0.68 -0.68 0.429
H -2.718731 2.379379 2.821097 0.66 -0.60 -0.34 0.491
H -3.962030 1.855378 2.308310 -0.31 -0.74 -0.20 0.477
O -3.041474 1.564309 2.363692 -0.29 1.37 0.26 -0.987
H -3.566159 2.147789 -0.474862 0.04 0.56 0.04 0.456
H -3.770658 3.577443 -0.987464 -0.09 0.12 0.02 0.492
O -3.652596 2.670764 -1.284386 0.29 -0.58 0.14 -0.947
H -0.882258 2.504822 3.929846 0.92 0.13 0.03 0.469
H -2.032423 3.041235 4.668733 0.54 0.82 -0.43 0.480
O -1.405344 3.307293 3.953202 -1.31 -0.69 0.76 -0.927
H 1.080862 -1.999524 1.639749 -0.03 0.10 0.12 0.469
H -0.220887 -2.629046 1.078554 1.40 -0.35 0.56 0.469
O 0.746211 -2.761915 1.164327 -0.25 -0.53 -0.84 -0.944
H 0.888110 3.048642 0.823006 -0.17 0.46 -0.32 0.481
H 0.882022 3.170247 -0.761294 0.43 0.09 0.84 0.481
O 1.437753 3.018061 0.027879 -0.18 0.10 -0.19 -0.937
H -2.817247 -0.051270 0.059314 0.60 0.73 0.29 0.463
H -4.172502 0.374017 -0.535386 -0.12 -0.25 0.03 0.495
O -3.689376 -0.363686 -0.139068 -1.05 0.12 -0.23 -0.934
H 2.466645 0.712166 5.614800 -0.16 0.43 -0.19 0.484
H 2.118995 -0.617149 4.924957 -0.87 0.24 -0.07 0.462
O 2.629545 -0.226404 5.628983 0.46 -0.66 0.52 -0.930
H 4.264822 1.741592 -1.662229 0.33 0.27 0.21 0.481
H 3.402950 1.275404 -0.425978 0.65 -0.17 0.71 0.490
O 3.498264 1.259506 -1.367876 -0.56 -0.21 -1.73 -0.982
H 2.084397 1.369585 0.664473 -0.12 0.11 0.43 0.482
H 2.505423 0.215949 1.643202 0.49 -0.21 0.77 0.523
O 2.314292 0.433817 0.732905 -0.37 0.04 -0.19 -0.986
H -2.122654 -1.114939 1.807582 0.04 0.02 2.17 0.479
H -1.362429 -1.291913 0.790882 1.74 -0.74 0.59 0.465
O -1.156795 -1.295250 1.777885 -3.21 0.99 -2.19 -0.964
H 3.060519 -1.852793 -0.707294 1.08 0.01 -0.24 0.484
H 4.679155 -1.836841 -0.875650 0.16 0.21 -1.13 0.481
O 3.940077 -1.927369 -0.298892 -1.16 -0.34 1.53 -0.963
H -0.996928 0.926645 3.464115 -0.50 -0.79 -0.35 0.460
H -0.349893 -0.473105 3.615036 -0.31 0.06 -0.19 0.500
O -0.178404 0.471173 3.659252 0.79 0.58 0.44 -0.960
H 4.161219 -1.566384 2.725977 -0.09 -0.19 0.35 0.500
H 3.460268 -1.001055 4.093167 1.17 -0.07 -1.22 0.493
O 3.678360 -0.844921 3.140805 -0.79 0.38 0.38 -1.001
```
Forces are in eV/Å.

Results
2S+1: 2
HOMO level (alpha / beta): -12.96 / -12.89 eV
relative energy (zero: lowest compared OMol25 entry of this formula, charge and spin): 35.92 kcal per mole
max |F|: 4.01 eV/A
charge: +1
<S²>: 0.76

Computed, not measured: a cluster of 14 separate species, C4H36NO14 in total at a distorted geometry, with ωB97M-V with the def2-TZVPD basis set.

Structure (XYZ):
```
55
Properties=species:S:1:pos:R:3:forces:R:3:nbo_charge:R:1
O -1.938134 0.995981 -0.979569 -0.64 -0.57 -0.76 -0.582
C -2.087430 0.118273 -0.162669 1.11 0.70 0.88 0.436
C -1.610993 0.493792 1.280805 1.27 0.99 -0.98 -0.129
C -1.898344 1.965836 1.649529 -0.44 -0.08 -0.15 -0.432
C -3.150237 2.027189 2.520584 -0.38 0.22 -0.56 -0.614
N -0.081533 0.430077 1.135822 0.46 -0.32 -0.03 -0.743
H -2.308777 -0.946809 -0.376109 -0.36 0.66 0.08 0.210
H -1.953188 -0.301401 1.945047 0.38 0.41 0.45 0.229
H -1.905410 2.499109 0.699526 -0.80 0.01 -0.15 0.242
H -1.055508 2.520536 2.086975 -0.03 -0.92 0.61 0.229
H -3.307022 2.997073 2.989908 0.31 -0.10 0.24 0.231
H -4.080134 1.873119 1.955272 0.29 -0.24 -0.07 0.211
H -3.065967 1.220291 3.249374 -0.21 0.34 0.32 0.209
H 0.235577 0.325635 0.149377 -0.56 -0.60 0.83 0.469
H 0.244737 -0.324302 1.765659 0.20 -0.14 -0.41 0.484
H 0.465916 1.242583 1.433170 -1.04 0.60 0.46 0.450
H 2.936620 1.306565 -3.692241 -0.62 0.46 -0.75 0.491
H 1.399894 1.748094 -3.235602 0.12 -0.38 -0.54 0.532
O 2.281029 1.418432 -3.005098 0.78 -0.41 1.27 -1.010
H -0.744512 -3.663896 1.941742 -0.22 0.78 0.68 0.480
H 0.113558 -4.051994 0.917345 0.91 0.29 -0.27 0.474
O 0.073205 -3.319460 1.555377 -0.64 -1.24 -0.30 -0.948
H 3.020771 -0.952107 -2.838695 -0.08 0.18 -0.10 0.485
H 2.097109 -1.704950 -1.893699 -0.02 0.42 -0.04 0.478
O 2.809519 -1.835736 -2.532527 0.07 -0.19 0.29 -0.966
H -1.088474 1.128373 -2.653903 0.08 0.23 0.06 0.500
H -0.819123 1.933534 -3.942237 -0.22 0.03 -0.05 0.480
O -0.494627 1.197133 -3.417577 0.11 -0.04 -0.11 -0.978
H 3.982952 1.340468 -0.106300 0.45 -0.28 -0.27 0.465
H 3.248816 1.648966 -1.490676 -0.13 -0.04 0.19 0.515
O 3.479757 1.982368 -0.600406 -0.52 0.36 0.33 -0.990
H 2.517534 2.979920 3.418228 0.55 -0.38 -0.24 0.502
H 2.547436 1.545448 2.641130 0.76 0.44 0.30 0.474
O 2.028213 2.249034 3.032881 -1.31 -0.24 -0.12 -0.974
H 0.634143 3.840612 -0.139134 -0.25 -0.16 -0.02 0.484
H 1.670312 2.754866 -0.024146 -0.02 -0.14 -0.29 0.499
O 0.710683 2.877199 -0.142968 0.47 0.26 0.21 -0.983
H 1.540324 -3.418176 -2.294592 -0.06 -0.11 -0.41 0.501
H 0.267382 -3.001413 -3.049298 0.28 -0.15 -0.17 0.485
O 0.577516 -3.402605 -2.230721 -0.35 -0.56 0.07 -0.981
H 3.282894 -0.870189 1.984899 0.09 -0.05 -0.25 0.492
H 2.506041 0.026197 0.981266 0.37 -0.12 -0.28 0.472
O 2.406790 -0.677823 1.631343 0.29 0.26 -0.01 -0.958
H -4.350531 -0.810217 -2.240216 -0.19 0.17 -0.02 0.493
H -2.973907 -0.742995 -2.932988 -0.19 0.04 0.01 0.491
O -3.619517 -1.348736 -2.546527 0.20 0.00 -0.36 -0.955
H -2.042615 -3.670231 -0.968405 -0.02 0.06 0.29 0.479
H -2.972890 -2.590556 -1.500047 0.09 0.07 0.66 0.505
O -2.479557 -2.854132 -0.685614 -0.01 -0.63 -0.89 -0.988
H 0.531567 -2.176854 -0.212142 -0.12 0.18 0.37 0.505
H -0.381605 -1.800836 -1.314427 -0.06 -0.04 -0.09 0.503
O 0.121581 -1.395115 -0.603273 0.36 0.11 -0.32 -0.991
H 1.390798 -0.336500 3.723021 0.04 0.04 0.09 0.488
H 0.729168 -1.718239 3.598296 0.04 0.05 -0.05 0.493
O 0.558194 -0.771429 3.525224 -0.57 -0.23 0.34 -0.946
```
Forces are in eV/Å.

Results
HOMO level: -13.15 eV
relative energy (zero: lowest compared OMol25 entry of this formula, charge and spin): 56.53 kcal per mole
max |F|: 1.88 eV/A
charge: +1

Computed, not measured: a cluster of 14 separate species, C4H37N2O13S in total at a distorted geometry, with ωB97M-V with the def2-TZVPD basis set.

Structure (XYZ):
```
57
Properties=species:S:1:pos:R:3:forces:R:3:nbo_charge:R:1
N -0.368557 -0.682514 -0.086693 1.37 1.56 -3.32 -0.900
C -0.141941 -0.690921 -1.691047 -0.87 1.31 2.18 -0.076
C 1.118109 -1.469640 -2.070727 -0.98 -1.08 -1.43 -0.523
S 1.053394 -3.324430 -1.841572 -0.74 0.61 -0.30 -0.706
C -0.013654 0.842527 -1.882277 -0.05 1.68 -2.38 -0.162
N -1.282337 1.587816 -2.154813 -2.68 -1.85 -0.81 -0.668
C -1.963622 2.558917 -1.309114 3.14 0.96 0.78 -0.412
H -0.957017 -1.427630 0.072270 -1.06 -2.44 0.83 0.365
H 0.545050 -0.829048 0.361387 -0.51 -0.25 -0.20 0.385
H -1.116316 -1.070230 -2.196007 1.78 0.76 0.89 0.181
H 1.557860 -1.221200 -3.083693 -0.84 -0.14 0.99 0.208
H 1.812254 -1.212883 -1.350022 1.74 1.07 1.27 0.184
H 0.575763 1.142367 -2.819094 -0.02 -1.42 1.41 0.118
H 0.532877 1.368459 -1.116668 0.16 -0.27 0.69 0.208
H -2.005459 0.872830 -2.354150 0.79 0.43 -0.06 0.344
H -2.205019 2.194331 -0.336399 -0.19 -0.38 1.05 0.165
H -2.808722 3.112053 -1.651991 -0.91 -0.45 -1.28 0.197
H -1.240561 3.392371 -1.199727 -0.10 -0.30 0.44 0.185
H 0.211159 1.465843 3.142195 0.94 0.98 -1.83 0.500
H 0.402365 1.061261 1.727595 -1.31 -3.16 -3.01 0.472
O 0.702970 1.701768 2.280396 0.40 2.39 4.54 -0.982
H -1.031613 2.266117 -4.400562 -0.88 -0.20 0.59 0.475
H 0.380130 1.919007 -3.906878 -1.31 1.33 -1.85 0.461
O -0.129170 2.419719 -4.627889 2.21 -0.55 0.43 -0.953
H -1.990395 -1.330778 2.389507 1.04 -2.86 0.80 0.502
H -2.288382 -0.471963 1.128268 0.40 -0.17 1.34 0.500
O -2.253177 -0.496270 2.116690 -1.43 3.35 -1.68 -0.985
H -1.752609 4.626756 0.724895 -0.33 -0.17 -0.51 0.468
H -1.177528 3.561903 1.662405 -0.06 -1.56 0.27 0.488
O -1.205435 4.483216 1.486783 0.43 1.58 0.43 -0.953
H -0.350833 -3.475877 2.928409 5.76 -1.06 -1.50 0.469
H -1.667699 -3.661206 2.446814 -1.46 -0.96 -2.19 0.484
O -1.185206 -3.319384 3.150072 -4.29 2.18 3.82 -0.959
H 2.946756 -1.141124 1.783842 5.75 -3.25 -1.26 0.468
H 2.323597 -0.183973 2.729793 0.58 1.92 2.74 0.478
O 2.239020 -0.676487 1.975773 -6.25 1.27 -1.75 -0.943
H 1.737003 4.420868 -0.093923 -0.82 -0.50 0.89 0.476
H 0.911020 3.655548 1.065480 -2.13 0.60 1.38 0.505
O 1.635334 3.653238 0.498876 3.11 -0.14 -2.40 -0.981
H 0.690249 -4.214633 0.286577 0.79 0.24 -0.24 0.481
H 1.608789 -3.785145 1.365883 2.48 2.87 0.65 0.461
O 1.034917 -4.451754 1.167881 -2.78 -3.03 -0.33 -0.982
H -1.574836 -2.816542 -1.763309 -2.44 -0.43 -0.25 0.507
H -2.752488 -2.368348 -2.675515 -0.21 0.09 -0.60 0.463
O -2.619823 -2.819966 -1.848339 2.62 -0.05 0.46 -1.004
H 3.843725 -2.152414 -0.182895 -0.60 -0.86 -0.18 0.471
H 4.432810 -0.932859 -0.622511 -1.13 5.38 -3.83 0.467
O 4.611576 -1.602969 -0.094768 1.56 -4.58 4.00 -0.937
H -2.344022 -3.905770 -0.043447 -4.37 -1.25 -2.99 0.474
H -1.066389 -4.024814 0.223137 3.02 -0.84 -0.15 0.473
O -1.777396 -3.522421 0.527046 0.98 2.07 3.25 -0.939
H -2.009242 1.119094 3.106976 2.32 1.78 2.57 0.520
H -2.176495 2.289033 4.119535 -2.06 1.89 1.25 0.465
O -1.476393 1.777141 3.831100 -0.59 -4.07 -3.67 -1.000
H 3.869821 2.489279 -0.315302 0.03 -0.93 -0.32 0.465
H 2.617858 1.716982 -0.065378 2.17 -0.60 -1.08 0.499
O 3.537930 1.584748 -0.514876 -2.15 1.46 1.43 -0.967
```
Forces are in eV/Å.

Results
HOMO level: -4.33 eV
relative energy (zero: lowest compared OMol25 entry of this formula, charge and spin): 124.48 kcal per mole
max |F|: 6.72 eV/A
charge: -1

E_tot, record by record: -1734.6446; -1281.8772; -1660.3412 hartree